DFT (ωB97M-V/def2-TZVPD) results for C31H46HfN2O6P2 as an isolated structure in a non-equilibrium geometry.

Calculated values
Orbital gap in Ha: 0.2599
Net charge: +2
E_LUMO in eV: -6.96
Strongest force on any atom in eV/A: 5.23
Relative energy (zero: lowest compared OMol25 entry of this formula, charge and spin) in kcal per mole: 105.1
HOMO energy in eV: -14.0

```
88
Properties=species:S:1:pos:R:3:forces:R:3:lowdin_charge:R:1
C -1.38435 3.23672 3.59536 -0.084 0.040 0.572 0.11
H 2.62236 -1.56592 3.96689 -0.284 0.153 -0.010 0.10
O -0.88675 2.62696 0.95490 0.553 -1.091 0.322 -0.02
O -2.01187 5.76952 4.49802 0.058 -1.812 1.193 0.09
H -4.09999 1.85805 -1.17436 0.169 -0.191 -0.156 0.07
H 4.08980 0.42080 -0.62165 -0.281 0.422 0.010 0.06
H 3.91268 -2.25060 2.17856 -0.239 0.117 -0.286 0.11
Hf 0.40412 -0.63761 -0.45101 0.531 0.360 5.188 1.58
C 1.17137 -2.72105 0.30712 -0.364 0.591 0.570 -0.41
C 2.43645 2.41188 0.81383 0.078 0.209 0.626 -0.21
C 3.42508 -1.81653 1.29086 0.572 0.354 -0.252 -0.03
C -1.34227 1.23029 5.50197 0.244 0.766 -1.597 -0.09
O -0.23998 0.48206 1.25513 0.424 0.296 0.362 -0.26
C -0.99244 0.94543 4.15671 -0.059 0.191 0.665 0.07
C 1.18442 0.42016 -3.61479 1.784 0.304 -0.308 -0.16
C -1.72232 2.50457 5.91796 0.188 0.005 -0.313 0.12
P -1.90248 0.92758 -0.96704 0.241 0.079 1.181 0.98
H -1.03844 -2.18302 4.16550 -0.088 -0.123 -0.388 0.07
H -0.96586 1.76818 -5.93897 0.175 -0.307 0.165 0.13
H -0.36582 0.16620 -6.29843 -0.176 0.074 0.373 0.12
C -3.57732 1.01470 -1.64449 -0.454 0.400 -0.721 -0.23
H -0.79351 -4.50255 -0.35428 -0.197 0.110 0.090 0.08
C -0.69385 1.65755 1.69152 -0.204 1.540 -0.090 -0.53
H 1.00164 -4.14114 -1.31852 0.127 0.172 0.043 0.08
C -0.14443 -2.33030 2.20411 0.254 0.158 -0.721 -0.19
H 1.21798 2.95106 -2.35172 -0.442 0.024 0.257 0.10
H -0.66851 1.65972 -2.96275 -0.057 0.406 0.372 0.02
H 1.62236 1.22008 -5.54587 -0.113 -0.180 0.258 0.15
O -1.57533 0.41249 7.65479 0.704 -0.303 -2.804 0.11
H -4.11112 0.09307 -1.37611 0.200 0.271 0.051 0.07
C -1.74885 -0.95927 -4.26167 -1.189 0.210 -1.122 -0.16
H 1.12192 -2.77564 -4.46554 -0.029 0.157 -0.011 0.12
H -1.35681 2.96583 -2.00702 0.071 0.032 -0.029 0.11
H 2.36157 -3.01619 -1.45943 0.124 -0.238 -0.084 0.06
C -1.54127 0.33037 -4.49734 -1.266 0.212 -0.812 -0.14
C -1.50795 -0.81165 -1.59201 -0.155 -1.298 -0.489 -0.37
H -1.97635 2.70680 6.95840 0.080 -0.021 -0.329 0.15
C -1.72228 3.51548 4.94696 0.626 -1.725 -1.023 -0.09
C -0.15426 -2.89459 0.90319 0.890 0.142 -0.136 -0.28
H 2.86481 1.74452 1.57335 -0.021 0.243 -0.145 0.06
N -2.02539 4.87510 5.35958 -0.775 2.904 1.459 -0.31
H -1.15808 -2.97323 -4.20348 0.048 -0.010 0.013 0.12
H 3.68053 -0.74837 1.26888 0.215 -0.226 0.134 0.07
O -0.80242 -0.94156 6.11267 -0.638 1.802 0.241 0.05
H 1.00094 -1.41080 -5.54038 0.111 0.153 0.459 0.13
C -0.88271 -2.06129 -4.73903 0.057 -0.575 -0.011 -0.15
C 1.14174 -1.80452 2.45969 -0.081 0.079 -0.769 -0.19
C 0.67735 2.54574 -1.47534 0.241 0.630 -0.183 -0.34
H -1.55444 -4.48143 1.24129 0.116 0.244 -0.275 0.10
C 0.80271 1.24376 -4.80770 -0.668 0.341 -0.358 -0.15
H -2.28875 1.06128 -4.16949 0.197 -0.396 -0.114 0.10
H -0.70501 -0.05721 3.89684 -0.026 -0.083 0.087 0.07
O -2.27402 5.09136 6.57452 0.644 -0.981 -2.904 0.09
H 3.43110 0.48400 -2.24795 0.290 0.137 0.126 0.04
C 1.76598 -3.59992 -0.75094 0.365 -0.374 -0.215 -0.04
C -0.99660 1.93429 3.17549 -0.535 -0.181 0.804 -0.07
H -2.41572 -1.34648 -1.87692 0.222 0.323 -0.129 0.09
C -0.73584 2.06646 -1.94971 -0.144 -0.734 -0.559 -0.33
H -1.82139 -3.33379 3.04498 0.097 0.362 0.103 0.10
C 1.95318 -2.00088 1.31475 -0.846 -0.364 -0.516 -0.27
P 1.90730 1.45432 -0.59558 -0.125 -0.347 0.188 0.80
H 1.60185 2.97504 1.24301 0.248 -0.104 -0.056 0.06
C 1.62249 -1.18157 3.71370 0.195 0.269 0.459 0.00
N -1.23652 0.16961 6.47537 -0.168 -1.728 2.881 -0.29
H -0.83090 -0.70122 -2.46111 -0.472 -0.524 0.081 0.00
H 4.06268 1.99501 -1.50896 0.190 -0.312 -0.076 0.07
H -1.08592 -1.66729 -0.92647 -1.536 0.120 -0.192 0.02
C -0.54340 0.86692 -5.46754 0.724 0.164 -0.522 -0.15
H 1.70131 -1.42122 -2.68619 -0.179 0.383 -0.022 0.09
H 3.85851 -2.29160 0.40499 0.056 0.099 0.144 0.09
H -2.04338 -1.58027 2.82941 0.181 -0.326 0.113 0.11
H -2.71366 -1.28560 -3.85745 0.410 0.314 0.142 0.12
H 1.71020 -0.08564 3.60587 0.026 -0.306 0.008 0.10
H 3.21393 3.09335 0.44007 -0.203 -0.037 0.310 0.08
H 0.73145 2.30532 -4.53000 0.208 -0.265 0.211 0.12
C 1.07906 -0.90725 -3.44945 0.822 0.132 -0.674 -0.14
H 0.95322 -1.36674 4.56516 0.242 -0.004 -0.285 0.07
C 3.52741 1.05723 -1.32306 0.091 0.312 -0.700 -0.23
H 1.90885 0.99062 -3.02148 -0.773 -0.497 0.103 0.05
C -1.19573 -3.84194 0.42054 -0.444 -0.178 -0.339 -0.02
H -3.59013 1.12911 -2.73338 -0.227 -0.010 0.231 0.04
H 2.44196 -4.35714 -0.32052 -0.222 0.226 -0.090 0.11
C -1.31215 -2.35980 3.11531 -0.444 0.055 0.300 0.00
C 0.62963 -1.80416 -4.58375 -0.228 -0.647 -0.256 -0.14
H 0.51418 3.37246 -0.77142 0.206 -0.249 -0.205 0.08
H -1.12273 -2.27416 -5.79459 0.181 0.042 0.260 0.14
H -1.42947 4.05140 2.88500 0.044 -0.030 0.017 0.13
H -2.06535 -3.31133 0.01266 -0.085 -0.350 0.100 0.08
```
Forces are in eV/Å.